No. 1
The following is a DFT calculation (the ωB97M-V functional and the def2-TZVPD basis) of a molecular structure, C19H23BrFeN2O5 in a non-equilibrium geometry.

Values from the calculation:
HOMO-LUMO gap (alpha / beta) ... 9.2 / 5.7 eV
Spin multiplicity ... 6
<S²> ... 8.7809
Net charge ... +1
Energy ... -137718.613 eV

Last column: Mulliken spin population.
Positions of all 51 atoms, in Å:
1 Fe -0.24 -0.17 -0.17  3.81
2 O -0.77 1.79 -5.70  0.00
3 C 0.36 2.24 -5.22  0.00
4 O 1.13 2.92 -5.85  0.00
5 C 0.70 1.88 -3.81  0.00
6 C 1.85 2.34 -3.19  -0.01
7 N 1.87 1.84 -1.95  -0.02
8 N 0.80 1.07 -1.71  0.07
9 C 0.08 1.09 -2.83  0.00
10 C -1.22 0.30 -2.83  -0.02
11 O -1.94 0.33 -3.81  0.02
12 O -1.42 -0.35 -1.75  0.09
13 H -1.29 1.25 -5.06  0.00
14 H 2.62 2.98 -3.58  0.00
15 H 2.56 1.99 -1.23  0.00
16 C 2.40 -1.53 7.04  0.04
17 C 0.93 -1.52 6.57  0.07
18 C 0.23 -2.81 7.05  0.03
19 C 0.21 -0.32 7.20  0.01
20 C 0.91 -1.50 5.06  0.01
21 C 0.30 -0.44 4.35  0.04
22 C 0.30 -0.49 2.99  0.08
23 Br -0.55 0.95 2.00  0.05
24 C 0.89 -1.54 2.21  0.14
25 O 0.83 -1.50 0.95  0.36
26 C 1.53 -2.61 2.96  0.16
27 C 1.50 -2.54 4.33  0.06
28 C 2.20 -3.76 2.22  0.00
29 C 2.83 -4.75 3.21  0.00
30 C 3.32 -3.22 1.32  0.02
31 C 1.16 -4.54 1.39  0.02
32 H 2.43 -1.52 8.13  0.00
33 H 2.92 -0.65 6.67  0.00
34 H 2.92 -2.42 6.69  0.00
35 H 0.22 -2.83 8.14  0.00
36 H 0.76 -3.71 6.71  0.00
37 H -0.80 -2.86 6.70  0.00
38 H 0.27 -0.40 8.28  0.00
39 H -0.84 -0.29 6.92  0.00
40 H 0.69 0.62 6.92  0.00
41 H -0.17 0.39 4.86  -0.01
42 H 1.97 -3.35 4.87  0.00
43 H 3.60 -4.28 3.82  0.00
44 H 3.31 -5.55 2.65  0.00
45 H 2.08 -5.20 3.86  0.00
46 H 4.05 -2.65 1.90  0.00
47 H 2.93 -2.59 0.52  -0.01
48 H 3.85 -4.06 0.85  0.00
49 H 0.35 -4.90 2.03  0.00
50 H 1.64 -5.40 0.93  0.00
51 H 0.74 -3.93 0.60  -0.01

=====

No. 2
The following is a DFT calculation (the ωB97M-V functional and the def2-TZVPD basis) of a molecular structure, C19H23BrNRu in a non-equilibrium geometry.

Values from the calculation:
HOMO-LUMO gap (alpha / beta) ... 6.9 / 7.5 eV
Spin multiplicity ... 5
<S²> ... 6.0472
Net charge ... +1
Energy ... -94179.679 eV

Last column: Mulliken spin population.
Positions of all 45 atoms, in Å:
1 C -1.61 -1.08 -1.46  -0.15
2 C -3.02 -0.76 -1.03  0.02
3 C -1.41 -0.62 -2.91  0.00
4 C -1.46 -2.59 -1.41  0.03
5 H -1.79 -1.38 -3.61  0.01
6 H -0.34 -0.48 -3.13  -0.01
7 H -1.93 0.32 -3.11  -0.01
8 H -3.75 -1.12 -1.77  0.00
9 H -3.18 0.31 -0.91  0.00
10 H -3.25 -1.23 -0.07  0.00
11 H -2.38 -3.09 -1.77  0.00
12 H -1.30 -2.93 -0.39  0.00
13 H -0.64 -2.95 -2.04  0.00
14 C 0.65 2.23 0.41  0.17
15 C 0.23 2.12 -0.96  0.10
16 C -1.20 1.84 -0.94  0.05
17 H 0.75 2.47 -1.84  0.00
18 C -1.61 1.78 0.44  0.18
19 C -0.47 2.00 1.26  0.18
20 H -0.49 2.08 2.33  0.02
21 H 1.62 2.58 0.73  0.01
22 H -1.88 1.95 -1.79  0.01
23 H -2.64 1.76 0.73  0.01
24 C 1.89 -1.26 0.91  0.22
25 C 2.39 -0.06 0.33  0.14
26 C 2.09 -0.07 -1.07  0.09
27 H 3.00 0.67 0.84  0.01
28 C 1.39 -1.31 -1.36  0.03
29 C 1.28 -2.03 -0.12  0.15
30 H 0.98 -3.07 -0.08  0.01
31 H 2.01 -1.57 1.94  0.02
32 H 2.52 0.56 -1.84  0.01
33 H 1.25 -1.76 -2.34  0.01
34 Ru -0.06 0.00 -0.50  2.67
35 Br -0.81 -4.87 3.62  0.00
36 C -1.49 -3.11 3.15  0.01
37 C -2.57 -2.55 3.77  -0.01
38 C -2.97 -1.27 3.39  0.01
39 C -2.22 -0.64 2.39  0.01
40 N -1.15 -1.18 1.77  0.04
41 C -0.80 -2.41 2.17  0.01
42 H -3.08 -3.11 4.55  0.00
43 H -3.80 -0.72 3.77  0.00
44 H -2.47 0.36 2.01  0.00
45 H 0.05 -2.81 1.64  0.00